C4H10N2O | wB97M-V/def2-TZVPD

Values from the calculation:
lowest unoccupied orbital energy	0.0337	hartree
frontier orbital gap	8.98	eV
energy relative to the best compared isomer or geometry (same formula, charge and spin)	538.4	kJ/mol
total energy	-342.99640	hartree
SMILES	C=C(N)N(C)OC

Bonds (Å) are listed after each position.
CARTESIAN COORDINATES (ANGSTROEM)
1 C -2.154 -0.682 0.061  O7 1.407, H10 1.102, H11 1.103, H12 1.098
2 C 0.865 -1.581 -0.240  N3 1.452, H13 1.092, H14 1.095, H15 1.094
3 N 0.368 -0.321 0.284  C2 1.452, C4 1.359, O7 1.594
4 C 0.569 0.955 -0.136  N3 1.359, N5 1.445, C6 1.332
5 N 2.000 0.988 0.061  C4 1.445, H8 1.014, H9 1.012
6 C -0.167 2.061 -0.041  C4 1.332, H16 1.081, H17 1.083
7 O -1.082 -0.423 0.936  C1 1.407, N3 1.594
8 H 2.343 1.748 0.639  N5 1.014
9 H 2.624 0.191 0.073  N5 1.012
10 H -2.780 0.217 -0.050  C1 1.102
11 H -1.848 -0.989 -0.954  C1 1.103
12 H -2.797 -1.468 0.479  C1 1.098
13 H 0.090 -2.347 -0.187  C2 1.092
14 H 1.224 -1.459 -1.267  C2 1.095
15 H 1.692 -1.924 0.389  C2 1.094
16 H -1.240 1.999 0.081  C6 1.081
17 H 0.293 3.037 -0.130  C6 1.083

Results of the natural (NBO) charge analysis, in e, for atoms 1 through 2: atom 1 (C): -0.271, atom 2 (C): -0.438